Density functional theory data (the ωB97M-V functional and the def2-TZVPD basis) for a molecular structure, C32H52N4P3PbTe4.

Last column: Mulliken charge in e.
CARTESIAN COORDINATES (ANGSTROEM)
Pb: -0.0676 -2.0431 -1.0767  0.68
C: -0.5104 -4.4602 2.4386  -1.19
C: -0.6663 -2.9935 2.8532  0.68
C: -0.4514 -2.8051 4.3597  -1.56
P: 0.2900 -1.9347 1.6931  0.89
C: -0.0758 -0.1860 2.2023  3.34
C: 0.8751 0.3769 3.2579  -1.75
C: -1.5436 -0.0173 2.6096  -1.61
C: 2.0576 -2.1598 1.9512  1.23
C: 2.6726 -2.9499 2.9226  -0.73
C: 4.0474 -2.9925 3.0798  0.19
C: 4.6950 -3.8523 4.1349  -1.75
C: 4.8112 -2.1934 2.2193  -1.03
C: 4.2378 -1.4447 1.2142  -0.78
C: 2.8325 -1.4321 1.0177  -0.48
N: 2.1595 -0.7122 0.0806  0.37
C: 2.7766 -0.3254 -1.0827  -1.72
C: 3.8162 -1.0656 -1.6900  -0.66
C: 4.4620 -0.6196 -2.8282  -0.98
C: 4.1152 0.5880 -3.4323  0.40
C: 4.8584 1.1261 -4.6303  -1.58
C: 3.0284 1.2639 -2.8957  -0.01
C: 2.3145 0.8166 -1.7813  0.62
P: 0.7817 1.6319 -1.1874  1.59
C: 1.4567 3.2194 -0.5233  0.12
C: 0.3119 4.1197 -0.0617  -1.50
C: 2.3976 2.9142 0.6437  -1.29
C: -0.1158 2.1855 -2.7310  1.59
C: -0.3382 0.9790 -3.6463  -1.41
C: 0.3632 3.3982 -3.5364  -1.87
H: -1.1116 -5.1026 3.0895  0.49
H: -0.8500 -4.6179 1.4155  0.04
H: 0.5264 -4.7983 2.4895  0.22
H: -1.6984 -2.7123 2.6229  0.39
H: 0.5536 -3.0691 4.6807  0.17
H: -0.6381 -1.7848 4.6904  0.27
H: -1.1479 -3.4588 4.8940  0.55
H: 0.0838 0.3733 1.2785  -1.85
H: 0.8487 -0.1946 4.1892  0.28
H: 1.9065 0.3754 2.9026  0.33
H: 0.5921 1.4104 3.4880  0.50
H: -1.7704 -0.4817 3.5709  0.18
H: -1.7713 1.0494 2.6986  0.50
H: -2.2208 -0.4460 1.8657  0.24
H: 2.0703 -3.5693 3.5726  -0.03
H: 3.9433 -4.3241 4.7700  0.33
H: 5.3005 -4.6497 3.6947  0.32
H: 5.3547 -3.2657 4.7797  0.34
H: 5.8913 -2.1710 2.3396  0.34
H: 4.8635 -0.8443 0.5654  0.52
H: 4.1053 -2.0103 -1.2416  0.73
H: 5.2532 -1.2255 -3.2607  0.34
H: 5.8299 0.6416 -4.7373  0.38
H: 4.3076 0.9634 -5.5615  0.29
H: 5.0311 2.2007 -4.5398  0.35
H: 2.7282 2.1903 -3.3682  0.16
H: 2.0302 3.7157 -1.3121  0.59
H: -0.2345 3.6417 0.7574  0.20
H: 0.6940 5.0779 0.3045  0.47
H: -0.4060 4.3322 -0.8573  0.30
H: 1.8593 2.4041 1.4475  0.09
H: 3.2205 2.2658 0.3384  0.20
H: 2.8203 3.8394 1.0486  0.52
H: -1.0948 2.4535 -2.3220  -0.51
H: 0.6101 0.5893 -4.0209  0.28
H: -0.8409 0.1606 -3.1216  0.03
H: -0.9562 1.2612 -4.5047  0.51
H: 1.2565 3.1805 -4.1196  0.33
H: -0.4152 3.6827 -4.2519  0.49
H: 0.5687 4.2697 -2.9151  0.35
Te: -2.8862 -2.9532 -0.9131  0.07
Te: -2.7657 -5.4568 -2.0676  -0.16
Te: -0.6265 -6.5089 -0.8288  -0.29
Te: 1.2597 -4.6229 -1.3722  -0.23
C: -6.3613 0.9407 -1.4766  -0.94
N: -6.0875 0.8477 -0.0431  0.08
C: -5.6615 2.1595 0.4359  -0.97
N: -4.5230 2.7220 -0.2873  0.06
C: -4.8453 2.7478 -1.7154  -1.04
N: -5.2431 1.4539 -2.2659  0.08
C: -4.1147 0.5107 -2.2767  -0.98
P: -3.4086 0.1504 -0.5863  0.72
C: -5.0708 -0.1803 0.2302  -0.92
C: -3.3056 1.9344 -0.0392  -0.58
H: -7.2085 1.6167 -1.6146  0.32
H: -6.6349 -0.0469 -1.8490  0.41
H: -5.3973 2.0782 1.4919  0.41
H: -6.5024 2.8497 0.3374  0.31
H: -3.9748 3.1105 -2.2648  0.40
H: -5.6707 3.4478 -1.8628  0.31
H: -3.3263 0.9099 -2.9169  0.34
H: -4.4330 -0.4388 -2.7083  0.32
H: -4.9248 -0.2698 1.3089  0.36
H: -5.4354 -1.1454 -0.1248  0.47
H: -2.4644 2.3997 -0.5532  0.01
H: -3.0730 1.9588 1.0270  0.42

Its energy relative to the best compared isomer or geometry (same formula, charge and spin) is 0.00 kcal/mol. Its charge is -1. The HOMO-LUMO gap is 6.069 eV. The calculation puts the largest force on an atom at 0.0146 Eh/bohr. The LUMO energy is 0.0815 hartree. The highest occupied orbital energy is -3.852 eV.